Record 1
This record from the Open Molecules 2025 dataset describes C27H54HgN3O3 as an isolated structure in a non-equilibrium geometry. The level of theory is ωB97M-V/def2-TZVPD.

Its HOMO energy is -2.6 eV. For the energy above the lowest of the compared OMol25 structures with the same formula, charge and spin, the calculation gives 42.3 kcal/mol. The multiplicity is 1. Its net charge is -1. The calculation puts the frontier orbital gap at 5.2 eV. The LUMO energy is 2.58 eV.

Each line ends with the Löwdin charge.
Atoms and positions in Å:
Hg -0.23 0.11 -0.02  1.2719
C 0.43 1.15 3.69  -0.0267
C 1.90 1.39 3.22  -0.5129
C 2.73 1.88 4.38  -0.1757
C 3.24 0.80 5.32  -0.1878
C 3.79 -0.41 4.58  -0.1332
C 2.97 -0.91 3.37  -0.5038
N 2.47 0.21 2.55  -0.1878
O 1.74 -0.21 1.48  -0.3210
C 1.91 -1.95 3.82  -0.0603
C 3.86 -1.76 2.45  -0.0655
C 1.86 2.49 2.14  -0.0483
H 0.30 0.09 3.89  0.0531
H -0.33 1.48 2.98  0.0595
H 0.25 1.74 4.59  0.0682
H 2.22 2.64 4.97  0.1104
H 3.58 2.46 3.99  0.1100
H 2.39 0.47 5.94  0.1058
H 3.94 1.27 6.01  0.1017
H 3.71 -1.26 5.27  0.1042
H 4.82 -0.21 4.29  0.1132
H 2.33 -2.78 4.39  0.0733
H 1.30 -2.34 3.01  0.0562
H 1.22 -1.48 4.54  0.0632
H 4.45 -2.42 3.09  0.0721
H 4.57 -1.23 1.82  0.0810
H 3.26 -2.44 1.85  0.0659
H 2.90 2.78 1.96  0.0772
H 1.38 3.37 2.58  0.0793
H 1.42 2.17 1.20  0.0271
C -3.31 -3.12 1.25  -0.0290
C -2.25 -2.57 0.26  -0.5340
C -2.33 -3.35 -1.06  -0.1608
C -3.55 -3.01 -1.89  -0.1780
C -3.67 -1.49 -2.15  -0.1301
C -3.48 -0.67 -0.85  -0.5167
N -2.36 -1.15 -0.04  -0.2302
O -2.12 -0.38 1.16  -0.3081
C -4.84 -0.53 -0.16  -0.0369
C -3.11 0.75 -1.32  -0.0725
C -0.86 -2.95 0.79  -0.0612
H -3.09 -2.49 2.12  0.0860
H -2.98 -4.06 1.69  0.0758
H -4.32 -3.24 0.87  0.0580
H -2.36 -4.44 -0.93  0.1182
H -1.38 -3.25 -1.60  0.1063
H -4.42 -3.28 -1.28  0.0978
H -3.63 -3.50 -2.86  0.1059
H -4.67 -1.38 -2.56  0.1114
H -2.89 -1.33 -2.89  0.1066
H -4.87 0.32 0.53  0.0817
H -5.21 -1.39 0.39  0.0635
H -5.63 -0.26 -0.87  0.0780
H -3.04 1.42 -0.47  0.0727
H -3.93 1.11 -1.95  0.0935
H -2.21 0.76 -1.93  0.0440
H -0.72 -2.48 1.77  0.0707
H -0.03 -2.52 0.22  0.0615
H -0.79 -4.01 1.04  0.0886
C 1.42 3.72 -2.86  -0.0408
C 0.30 2.71 -2.51  -0.5128
C -0.58 2.67 -3.78  -0.1611
C -0.12 1.73 -4.89  -0.1775
C -0.06 0.35 -4.23  -0.1530
C 1.03 0.36 -3.15  -0.5321
N 0.82 1.40 -2.16  -0.2338
O 1.69 1.33 -1.02  -0.2506
C 2.47 0.35 -3.73  -0.0298
C 0.86 -1.06 -2.56  -0.0861
C -0.57 3.28 -1.38  -0.0367
H 0.97 4.72 -2.96  0.0751
H 1.90 3.50 -3.81  0.0652
H 2.18 3.81 -2.08  0.0791
H -0.71 3.65 -4.26  0.1145
H -1.59 2.37 -3.49  0.1043
H 0.84 1.98 -5.32  0.1054
H -0.93 1.61 -5.62  0.1077
H 0.24 -0.37 -5.00  0.1144
H -1.02 0.07 -3.80  0.0970
H 2.55 -0.30 -4.60  0.0769
H 3.18 0.04 -2.97  0.0796
H 2.72 1.38 -3.98  0.0658
H 1.01 -1.89 -3.25  0.0886
H -0.14 -1.22 -2.11  0.0350
H 1.57 -1.20 -1.73  0.0752
H -1.22 2.56 -0.90  0.0350
H -1.23 4.02 -1.84  0.0814
H 0.04 3.83 -0.66  0.0813


Record 2
This record from the Open Molecules 2025 dataset describes a 7-piece molecular cluster, C51H114F6N6P overall in a non-equilibrium geometry. The level of theory is ωB97M-V/def2-TZVPD.

Its HOMO energy is -20.1 eV. For the energy above the lowest of the compared OMol25 structures with the same formula, charge and spin, the calculation gives 0.0 kcal/mol. The multiplicity is 1. Its net charge is +5. The calculation puts the frontier orbital gap at 11.1 eV. The LUMO energy is -8.94 eV.

Each line ends with the Löwdin charge.
Atoms and positions in Å:
P 0.68 0.07 -0.66  0.1824
F 0.87 -1.29 -1.50  -0.1441
F 2.19 0.51 -0.98  -0.1455
F 0.12 0.79 -2.00  -0.1510
F 0.42 1.43 0.21  -0.1793
F -0.82 -0.48 -0.31  -0.1743
F 1.21 -0.58 0.75  -0.1905
C 10.18 0.19 1.75  -0.0860
C 8.68 -0.03 1.72  -0.2238
C 8.30 -0.47 0.31  -0.1159
N 6.92 -1.08 0.12  -0.2632
C 6.77 -2.31 0.98  0.0329
C 5.80 -0.10 0.36  -0.0909
C 5.70 0.62 -0.97  -0.1532
C 5.95 -0.44 -2.03  -0.1239
C 6.78 -1.52 -1.33  -0.0728
H 10.47 0.80 2.61  0.0912
H 10.59 0.77 0.92  0.0916
H 10.76 -0.72 1.88  0.0936
H 8.15 0.86 2.05  0.1100
H 8.43 -0.83 2.43  0.1038
H 9.02 -1.19 -0.08  0.1437
H 8.31 0.41 -0.32  0.1431
H 7.53 -3.04 0.70  0.1270
H 5.75 -2.65 0.86  0.0989
H 6.86 -1.98 2.01  0.0995
H 4.95 -0.70 0.67  0.1313
H 6.06 0.64 1.12  0.1138
H 4.75 1.14 -1.13  0.0877
H 6.40 1.46 -1.02  0.1253
H 5.03 -0.79 -2.50  0.1195
H 6.50 -0.05 -2.89  0.1283
H 6.27 -2.48 -1.33  0.1257
H 7.76 -1.70 -1.77  0.1413
C -7.36 -2.03 4.36  -0.0731
C -6.27 -1.07 4.80  -0.2275
C -4.92 -1.55 4.30  -0.1346
N -3.74 -0.64 4.49  -0.2692
C -3.57 -0.32 5.95  0.0423
C -3.86 0.60 3.66  -0.0941
C -3.31 0.25 2.30  -0.1288
C -2.30 -0.90 2.55  -0.1410
C -2.47 -1.32 4.00  -0.0741
H -7.22 -2.99 4.88  0.0907
H -7.37 -2.24 3.29  0.0812
H -8.33 -1.66 4.70  0.0928
H -6.29 -1.02 5.89  0.1185
H -6.49 -0.06 4.45  0.1116
H -5.02 -1.76 3.23  0.1436
H -4.67 -2.51 4.76  0.1453
H -4.49 0.15 6.28  0.1103
H -2.77 0.40 6.06  0.1063
H -3.44 -1.25 6.50  0.1268
H -3.31 1.42 4.12  0.1307
H -4.89 0.93 3.66  0.1327
H -2.71 1.04 1.86  0.0854
H -4.03 -0.04 1.55  0.1228
H -1.29 -0.53 2.39  0.0968
H -2.41 -1.66 1.79  0.1088
H -1.66 -0.96 4.63  0.1288
H -2.61 -2.38 4.22  0.1344
C -9.53 -2.46 -5.84  -0.0704
C -7.99 -2.31 -5.66  -0.2247
C -7.68 -1.03 -4.90  -0.1230
N -6.33 -0.42 -5.20  -0.2604
C -6.29 0.09 -6.59  0.0227
C -5.17 -1.40 -4.99  -0.0733
C -4.15 -0.66 -4.13  -0.1442
C -5.03 0.23 -3.26  -0.1501
C -6.10 0.71 -4.22  -0.1023
H -10.08 -2.38 -4.91  0.0843
H -9.68 -3.46 -6.26  0.0880
H -9.87 -1.81 -6.64  0.0871
H -7.64 -2.28 -6.69  0.1054
H -7.61 -3.22 -5.20  0.1119
H -7.71 -1.29 -3.84  0.1452
H -8.41 -0.28 -5.17  0.1415
H -7.01 0.91 -6.67  0.1249
H -6.53 -0.68 -7.31  0.1073
H -5.30 0.48 -6.81  0.1181
H -4.76 -1.65 -5.96  0.1381
H -5.56 -2.30 -4.52  0.1332
H -3.41 -0.13 -4.73  0.1186
H -3.56 -1.31 -3.48  0.1197
H -4.53 1.00 -2.68  0.0932
H -5.47 -0.48 -2.54  0.1233
H -5.67 1.54 -4.79  0.1339
H -7.00 1.11 -3.77  0.1439
C 0.33 -6.88 2.88  -0.0722
C 0.36 -5.38 2.65  -0.2219
C 1.25 -4.88 1.51  -0.1143
N 0.68 -4.72 0.11  -0.2566
C 0.19 -6.06 -0.39  -0.1065
C 1.28 -7.02 -0.80  -0.1543
C 2.19 -6.42 -1.81  -0.1710
C 2.81 -5.14 -1.23  -0.1629
C 1.75 -4.13 -0.78  -0.1117
C -0.46 -3.76 0.11  0.0083
H -0.11 -7.14 3.84  0.0892
H 1.35 -7.27 2.91  0.0907
H -0.19 -7.42 2.08  0.0685
H 0.84 -4.89 3.50  0.1215
H -0.61 -4.89 2.67  0.0972
H 2.17 -5.44 1.43  0.1291
H 1.57 -3.86 1.76  0.1295
H -0.57 -6.46 0.28  0.1301
H -0.40 -5.80 -1.27  0.1390
H 1.83 -7.37 0.08  0.1255
H 0.80 -7.94 -1.16  0.1415
H 3.01 -7.08 -2.10  0.1316
H 1.70 -6.11 -2.74  0.1309
H 3.42 -5.41 -0.36  0.1141
H 3.47 -4.62 -1.91  0.1231
H 2.15 -3.26 -0.28  0.1223
H 1.19 -3.87 -1.68  0.1357
H -1.03 -4.00 1.01  0.0861
H -1.08 -3.89 -0.76  0.1186
H -0.12 -2.75 0.33  0.0796
C -2.86 3.19 -2.62  -0.1001
C -1.85 4.29 -2.83  -0.2141
C -0.45 3.73 -3.13  -0.1260
N 0.62 4.77 -3.33  -0.2715
C 1.05 5.34 -1.99  -0.0837
C 1.91 4.44 -1.09  -0.1475
C 3.04 3.69 -1.82  -0.1690
C 2.48 3.10 -3.09  -0.1608
C 1.83 4.14 -3.97  -0.1005
C 0.15 5.87 -4.22  0.0280
H -2.98 2.54 -3.49  0.0715
H -3.87 3.54 -2.42  0.0875
H -2.65 2.57 -1.74  0.0793
H -1.72 4.90 -1.94  0.1113
H -2.17 4.96 -3.62  0.1146
H -0.50 3.21 -4.10  0.1484
H -0.14 3.01 -2.39  0.0987
H 0.15 5.72 -1.51  0.1277
H 1.68 6.19 -2.28  0.1479
H 1.23 3.68 -0.68  0.0948
H 2.29 5.08 -0.30  0.1119
H 3.42 2.93 -1.15  0.0830
H 3.86 4.39 -2.03  0.1306
H 1.70 2.38 -2.82  0.0888
H 3.17 2.49 -3.67  0.1366
H 1.51 3.69 -4.90  0.1481
H 2.51 4.96 -4.22  0.1453
H 1.01 6.28 -4.76  0.1168
H -0.47 6.58 -3.71  0.1210
H -0.38 5.38 -5.04  0.1230
C -1.65 3.61 2.25  -0.0770
C -0.65 3.01 3.21  -0.2262
C 0.67 3.76 3.10  -0.1284
N 1.76 3.40 4.07  -0.2689
C 2.25 1.98 3.97  -0.0926
C 2.94 1.72 2.66  -0.1568
C 4.20 2.58 2.44  -0.1518
C 3.77 4.03 2.62  -0.1523
C 2.92 4.35 3.82  -0.0888
C 1.26 3.64 5.46  0.0299
H -2.57 3.04 2.15  0.0576
H -1.20 3.84 1.28  0.0766
H -2.05 4.56 2.63  0.0974
H -0.53 1.94 3.00  0.0989
H -1.00 3.03 4.25  0.1044
H 0.46 4.82 3.21  0.1478
H 1.02 3.54 2.09  0.1138
H 1.40 1.31 4.12  0.1317
H 2.90 1.90 4.85  0.1498
H 2.18 1.90 1.90  0.0929
H 3.21 0.67 2.55  0.1188
H 4.49 2.41 1.41  0.0959
H 5.01 2.28 3.12  0.1253
H 3.32 4.39 1.70  0.1014
H 4.66 4.67 2.69  0.1382
H 2.52 5.36 3.81  0.1484
H 3.53 4.25 4.73  0.1446
H 0.77 4.61 5.49  0.1278
H 2.08 3.67 6.17  0.1206
H 0.55 2.86 5.69  0.1031